Entry 1:
Computed, not measured: a cluster of 2 separate species, CHCl2OPS in total in a non-equilibrium geometry, with ωB97M-V/def2-TZVPD.

The geometry in XYZ format:
```
7
Properties=species:S:1:pos:R:3
C 0.9954 -0.4265 -0.3196
O -1.2282 -1.0294 1.0069
P -0.7191 0.0107 0.1042
S 1.6681 -0.7781 -1.6838
Cl -0.6242 1.7797 1.0888
Cl -1.9722 0.5366 -1.4567
H 1.8803 -0.0930 1.2602
```

HOMO level: -9.579 eV
orbital gap: 7.8 eV

Taken from the Löwdin analysis, the atomic charges in e are: atom 1 (C): -0.942, atom 2 (O): -0.407, atom 3 (P): -0.184, atom 4 (S): 0.718, atom 5 (Cl): 0.306, atom 6 (Cl): 0.285, atom 7 (H): 0.223

Entry 2:
Computed, not measured: a cluster of 2 separate species, CHCl2OPS in total in a non-equilibrium geometry, with ωB97M-V/def2-TZVPD.

The geometry in XYZ format:
```
7
Properties=species:S:1:pos:R:3
C -0.1908 -0.1150 1.1616
O 1.7503 -0.2546 -0.9031
P 0.3495 -0.1891 -0.5410
S 0.7994 -0.0077 2.3464
Cl -0.6979 -1.3859 -1.7587
Cl -0.8282 2.2676 -1.5059
H -1.1823 -0.3153 1.2007
```

2S+1: 3
HOMO level (alpha / beta): -9.127 / -9.977 eV
orbital gap (alpha / beta): 7.6 / 5.7 eV

Taken from the Löwdin analysis, the atomic charges in e are: atom 1 (C): -0.872, atom 2 (O): -0.377, atom 3 (P): 0.225, atom 4 (S): 0.906, atom 5 (Cl): 0.370, atom 6 (Cl): -0.245, atom 7 (H): -0.008

Entry 3:
Computed, not measured: the molecule CHCl2P in a non-equilibrium geometry, with ωB97M-V/def2-TZVPD.

The geometry in XYZ format:
```
5
Properties=species:S:1:pos:R:3
C -2.0498 -0.2723 -0.0364
P 1.9490 -0.7395 0.2896
Cl -0.3881 -0.8778 -0.1776
Cl -1.9701 1.4145 0.0453
H 2.4590 0.4751 -0.1209
```

HOMO level (alpha / beta): -7.861 / -7.915 eV
orbital gap (alpha / beta): 6.0 / 6.1 eV

Taken from the Löwdin analysis, the atomic charges in e are: atom 1 (C): -0.834, atom 2 (P): 0.361, atom 3 (Cl): 0.261, atom 4 (Cl): 0.540, atom 5 (H): -0.328

Entry 4:
Computed, not measured: the molecule CHCl3, with ωB97M-V/def2-TZVPD.

The geometry in XYZ format:
```
5
Properties=species:S:1:pos:R:3
Cl 0.0231 -1.6115 0.6168
C 0.0958 0.0372 0.0357
Cl -1.1682 1.0164 0.7490
Cl 0.0031 0.0957 -1.7286
H 1.0463 0.4622 0.3271
```

HOMO level: -11.164 eV
SMILES string: ClC(Cl)Cl
orbital gap: 11.9 eV

Taken from the Löwdin analysis, the atomic charges in e are: atom 1 (Cl): 0.533, atom 2 (C): -1.587, atom 3 (Cl): 0.530, atom 4 (Cl): 0.516, atom 5 (H): 0.009

Entry 5:
Computed, not measured: a cluster of 2 separate species, CHCl3N2 in total in a non-equilibrium geometry, with ωB97M-V/def2-TZVPD.

The geometry in XYZ format:
```
7
Properties=species:S:1:pos:R:3
C -0.2944 -0.5100 -0.4159
N -0.1819 0.1253 -1.4223
N -0.0291 0.7823 1.3217
Cl -0.5407 -0.3250 -3.0570
Cl 0.2720 -0.3235 2.5677
Cl 1.3883 1.6267 0.8825
H -0.6141 -1.3758 0.1233
```

HOMO level (alpha / beta): -9.054 / -8.700 eV
orbital gap (alpha / beta): 7.6 / 7.2 eV

Taken from the Löwdin analysis, the atomic charges in e are: atom 1 (C): -0.134, atom 2 (N): -0.423, atom 3 (N): -0.991, atom 4 (Cl): 0.584, atom 5 (Cl): 0.447, atom 6 (Cl): 0.445, atom 7 (H): 0.072

Entry 6:
Computed, not measured: a cluster of 2 separate species, CHCl3O2S in total in a non-equilibrium geometry, with ωB97M-V/def2-TZVPD.

The geometry in XYZ format:
```
8
Properties=species:S:1:pos:R:3
C -0.6725 -1.1802 0.8086
O 1.7326 1.5512 -2.2760
O -0.2704 -0.0414 0.5712
S 0.6096 1.8507 -1.4380
Cl -2.2529 -1.5298 0.2549
Cl 0.4548 -2.5296 0.1080
Cl 1.1762 3.1326 0.0035
H -0.7773 -1.2536 1.9678
```

HOMO level (alpha / beta): -11.147 / -9.134 eV
orbital gap (alpha / beta): 9.7 / 5.5 eV

Taken from the Löwdin analysis, the atomic charges in e are: atom 1 (C): -1.295, atom 2 (O): -0.569, atom 3 (O): -0.101, atom 4 (S): 0.514, atom 5 (Cl): 0.644, atom 6 (Cl): 0.472, atom 7 (Cl): 0.184, atom 8 (H): 0.152